A cluster of 2 separate species, C15H23F3N3O8P2 in total, computed with ωB97M-V with the def2-TZVPD basis set.

Properties
- strongest force on any atom (Eh/bohr) = 0.0120
- E_LUMO (Ha) = -0.176
- energy relative to the best compared isomer or geometry (same formula, charge and spin) (kJ/mol) = 0.0
- HOMO (eV) = -12.7
- orbital gap (eV) = 7.95

```
! wB97M-V def2-TZVPD RIJCOSX def2/J DEFGRID3
* xyz 1 1
C -4.14970 1.92879 0.59441
C -4.91121 1.09667 -0.40212
O -5.92827 1.41740 -0.93184
O -4.32708 -0.14119 -0.69972
C -4.85642 -1.25597 0.04708
C -5.04148 -2.42468 -0.90726
C -3.73268 -3.05778 -1.47429
C -2.48317 -2.48042 -0.87775
C -1.99713 -2.94975 0.37952
C -2.68207 -4.05353 1.14107
C -2.58399 -3.83099 2.64940
O -3.05354 -2.85053 3.15184
N -0.94529 -2.43552 0.95378
N -0.31926 -1.46342 0.31278
C -0.65197 -0.93332 -0.85974
P 0.23846 0.50217 -1.54120
P 2.36361 -0.01453 -1.37351
O 2.99537 0.62671 -2.51548
O 2.54537 -1.60659 -1.28506
O 2.81737 0.55491 0.06265
C -1.81521 -1.44183 -1.48275
N -2.22821 -0.78171 -2.65714
H -3.14387 1.55323 0.77149
H -4.11901 2.95926 0.23803
H -4.70324 1.92588 1.53828
H -4.16354 -1.47307 0.86907
H -5.82210 -1.00373 0.49425
H -5.65294 -3.18444 -0.41116
H -5.62985 -2.06129 -1.75148
H -3.72290 -4.14351 -1.36059
H -3.71165 -2.86734 -2.54852
H -3.75084 -4.05593 0.91271
H -2.24957 -5.01286 0.84349
H -2.09020 -4.60678 3.25761
H 0.45706 -1.08232 0.83738
H 0.10911 0.15659 -2.88814
H 2.83646 -1.99728 -0.45408
H 3.05320 -0.11422 0.71580
H -3.08175 -0.25277 -2.50151
H -2.34289 -1.40005 -3.45028
C 5.30540 3.50785 -0.91578
C 5.07727 3.15713 0.53712
O 6.32026 3.11179 1.27172
C 6.78873 4.28169 1.68695
O 6.29176 5.35586 1.53156
C 8.09757 4.06476 2.48294
F 8.91296 3.21286 1.85641
F 7.80177 3.55179 3.68690
F 8.73118 5.21453 2.65593
H 6.00822 2.81014 -1.37092
H 4.36380 3.45274 -1.46228
H 5.70412 4.51629 -1.01538
H 4.66897 2.15588 0.63546
H 4.40302 3.86243 1.02234
*
```

The molecule CH4N2OS2, computed with ωB97M-V with the def2-TZVPD basis set.

Properties
- strongest force on any atom (Eh/bohr) = 0.0413
- E_LUMO (Ha) = 0.020
- SMILES string = O=C(NS)NS
- energy relative to the best compared isomer or geometry (same formula, charge and spin) (kJ/mol) = 29.7
- HOMO (eV) = -9.6
- orbital gap (eV) = 10.15

```
! wB97M-V def2-TZVPD RIJCOSX def2/J DEFGRID3
* xyz 0 1
O 0.13854 -1.87842 -0.61450
C 0.03484 -0.77588 -0.13392
N -0.22785 -0.56394 1.23845
S -0.68842 0.84615 1.96898
N 0.13426 0.44843 -0.79074
S 0.90547 0.63394 -2.29116
H -0.29259 -1.34919 1.85867
H 0.50230 1.38622 2.38658
H -0.51566 1.22388 -0.46469
H 0.00910 0.02880 -3.15768
*
```